Entry 1:
Molecular formula: C2HN3OS2
Method: DFT, wB97M-V/def2-TZVPD

```
9
Properties=species:S:1:pos:R:3:nbo_charge:R:1
S 0.197 1.525 2.248 0.117
C -0.122 0.401 1.142 0.211
N -1.135 -0.564 1.316 -0.239
N -1.361 -1.377 0.381 0.096
N -0.705 -1.207 -0.783 -0.439
C 0.230 -0.288 -1.095 0.333
S 0.917 -0.267 -2.555 -0.046
O 0.615 0.390 -0.042 -0.461
H -0.979 -1.898 -1.443 0.428
```

## Properties
* highest occupied orbital energy: -9.684 eV
* charge: 0
* structure (SMILES): S=c1nn[nH]c(=S)o1
* lowest unoccupied orbital energy: -1.7232 eV
* gap between HOMO and LUMO: 8.0 eV
* E: -1112.61111 Eh
* M: 147.18 g mol⁻¹

***

Entry 2:
Molecular formula: C7H10NO2S
Method: DFT, wB97M-V/def2-TZVPD

```
21
Properties=species:S:1:pos:R:3:nbo_charge:R:1
C -1.475 2.328 0.982 -0.706
C -1.394 0.848 1.032 0.487
C -2.269 0.173 1.990 -0.707
N -0.559 0.163 0.437 -0.366
C 0.311 -0.579 -0.054 0.680
C 0.298 -1.165 -1.478 -0.495
C 1.788 -1.364 -1.826 -0.477
S 2.398 0.221 -2.429 0.032
C 2.441 -1.507 -0.492 0.793
O 3.469 -1.815 -0.021 -0.425
O 1.479 -0.911 0.483 -0.479
H -0.585 2.843 0.520 0.266
H -2.467 2.523 0.549 0.273
H -1.342 2.818 2.002 0.284
H -2.742 -0.827 1.704 0.275
H -1.834 -0.136 2.937 0.289
H -2.961 1.002 2.235 0.246
H -0.448 -2.037 -1.499 0.286
H -0.043 -0.499 -2.278 0.267
H 2.197 -2.243 -2.488 0.304
H 3.736 0.167 -2.306 0.175
```

## Properties
* highest occupied orbital energy: -13.361 eV
* charge: +1
* structure (SMILES): CC(C)=[N+]=C1C[C@@H](S)C(=O)O1
* lowest unoccupied orbital energy: -3.9994 eV
* gap between HOMO and LUMO: 9.4 eV
* E: -875.85205 Eh
* M: 172.23 g mol⁻¹

***

Entry 3:
Molecular formula: C3H4N2O
Method: DFT, wB97M-V/def2-TZVPD

```
10
Properties=species:S:1:pos:R:3:nbo_charge:R:1
O 0.488 -0.681 -1.885 -0.604
C 0.062 -0.302 -0.807 0.657
C 1.080 0.163 0.242 -0.331
N 0.373 0.604 1.397 -0.482
C -0.715 0.714 1.832 0.272
N -1.249 -0.266 -0.437 -0.830
H 1.745 -0.665 0.500 0.249
H 1.695 0.969 -0.163 0.250
H -1.626 0.088 0.474 0.408
H -1.879 -0.586 -1.157 0.411
```

## Properties
* highest occupied orbital energy: -10.278 eV
* charge: 0
* lowest unoccupied orbital energy: 0.6830 eV
* gap between HOMO and LUMO: 11.0 eV
* E: -301.42682 Eh
* M: 84.08 g mol⁻¹

***

Entry 4:
Molecular formula: C4H6F2
Method: DFT, wB97M-V/def2-TZVPD

```
12
Properties=species:S:1:pos:R:3:nbo_charge:R:1
F -1.684 -0.986 -0.792 -0.377
C -0.561 -0.247 -1.186 0.032
C -0.254 0.808 -0.205 -0.300
C 1.278 1.184 0.122 -0.452
C 0.471 0.376 1.069 0.206
F 0.827 -0.922 1.105 -0.342
H 0.166 -1.040 -1.281 0.179
H -0.661 -0.008 -2.208 0.173
H -0.943 1.645 -0.193 0.227
H 1.348 2.231 0.494 0.220
H 2.186 0.966 -0.427 0.246
H 0.012 0.651 2.002 0.187
```

## Properties
* highest occupied orbital energy: -10.573 eV
* charge: 0
* structure (SMILES): FC[C@@H]1C[C@@H]1F
* lowest unoccupied orbital energy: 1.0917 eV
* gap between HOMO and LUMO: 11.7 eV
* E: -355.67723 Eh
* M: 92.09 g mol⁻¹

***

Entry 5:
Molecular formula: C30H72O18S2
Method: DFT, wB97M-V/def2-TZVPD

```
122
Properties=species:S:1:pos:R:3:mulliken_spin:R:1
O 6.146 6.301 -4.846 0.000
S 5.258 7.316 -5.507 0.000
O 5.467 7.581 -7.006 0.000
O 3.673 6.787 -5.377 0.000
C 3.334 5.791 -4.387 0.000
C 3.808 4.449 -4.799 0.000
C 5.386 8.725 -4.481 0.000
H 2.253 5.724 -4.268 0.000
H 3.819 5.948 -3.423 0.000
H 4.875 4.282 -4.947 0.000
H 3.347 4.283 -5.773 0.000
H 3.419 3.678 -4.133 0.000
H 5.641 8.516 -3.443 0.000
H 4.410 9.209 -4.531 0.000
H 6.126 9.341 -4.994 0.000
O 3.964 -3.373 -1.384 0.000
S 4.519 -3.759 -0.073 0.000
O 3.569 -3.821 1.013 0.000
O 5.338 -5.174 -0.166 0.000
C 5.504 -5.942 0.997 0.000
C 4.302 -6.853 1.359 0.000
C 5.940 -2.693 0.260 0.000
H 5.733 -5.287 1.837 0.000
H 6.318 -6.663 0.921 0.000
H 4.294 -7.666 0.632 0.000
H 3.460 -6.203 1.121 0.000
H 4.154 -7.373 2.305 0.000
H 6.303 -2.832 1.278 0.000
H 5.644 -1.668 0.037 0.000
H 6.724 -2.993 -0.435 0.000
C 0.902 -1.853 2.360 0.000
O 0.199 -1.416 1.265 -0.001
C 0.108 -2.301 0.132 0.000
C -0.535 -1.666 -1.128 0.001
O 0.285 -0.728 -1.673 0.000
C 0.080 0.623 -1.384 0.007
C 1.342 1.363 -1.889 0.001
O 1.248 2.780 -1.976 0.000
C 0.673 3.263 -3.193 0.001
H 0.415 -2.772 2.687 0.000
H 1.048 -1.212 3.229 0.000
H 1.924 -2.056 2.041 0.000
H -0.573 -3.060 0.516 0.000
H 1.080 -2.774 -0.003 0.000
H -1.442 -1.220 -0.721 -0.001
H -0.741 -2.435 -1.873 0.000
H -0.226 0.878 -0.369 -0.004
H -0.728 0.943 -2.041 -0.003
H 1.502 0.925 -2.875 0.000
H 2.218 0.979 -1.366 0.000
H 1.085 2.796 -4.088 0.000
H 0.610 4.347 -3.100 0.000
H -0.377 2.973 -3.225 0.000
C -2.647 3.487 9.196 0.000
O -2.341 2.999 7.837 0.000
C -1.691 1.717 7.754 0.000
C -1.536 1.242 6.323 0.000
O -0.446 1.859 5.701 0.001
C -0.573 1.870 4.288 0.001
C 0.766 2.262 3.633 0.000
O 0.836 3.673 3.675 0.000
C 2.123 4.068 3.286 0.000
H -3.620 3.151 9.554 0.000
H -2.896 4.548 9.199 0.000
H -1.876 3.315 9.948 0.000
H -2.268 1.086 8.430 0.000
H -0.668 1.820 8.117 0.000
H -2.506 1.425 5.861 0.000
H -1.223 0.198 6.282 0.000
H -1.302 2.585 3.906 -0.001
H -0.878 0.951 3.787 0.000
H 0.897 1.906 2.611 0.000
H 1.474 1.850 4.352 0.000
H 2.139 5.154 3.378 0.000
H 2.376 3.809 2.258 0.000
H 2.725 3.586 4.058 0.000
C 0.610 -6.656 -0.625 0.000
O -0.124 -6.109 -1.698 0.000
C -1.523 -6.178 -1.592 0.000
C -2.267 -5.260 -2.640 0.000
O -3.619 -5.196 -2.494 0.000
C -4.449 -4.927 -3.767 0.000
C -4.053 -3.603 -4.459 0.000
O -3.968 -2.406 -3.621 0.000
C -4.004 -1.270 -4.516 0.000
H 0.411 -6.199 0.344 0.000
H 1.693 -6.614 -0.739 0.000
H 0.191 -7.662 -0.639 0.000
H -1.821 -5.805 -0.612 0.000
H -1.987 -7.164 -1.631 0.000
H -2.020 -5.553 -3.661 0.000
H -1.809 -4.278 -2.523 0.000
H -5.505 -4.768 -3.548 0.000
H -4.436 -5.831 -4.375 0.000
H -4.824 -3.418 -5.207 0.000
H -3.183 -3.763 -5.097 0.000
H -3.078 -1.355 -5.085 0.000
H -3.869 -0.237 -4.199 0.000
H -4.785 -1.162 -5.269 0.000
C -2.403 3.931 1.182 0.023
O -3.217 4.285 0.092 0.303
C -3.020 3.399 -1.040 0.040
C -3.768 2.000 -1.101 0.098
O -3.737 1.324 0.171 0.345
C -4.328 0.037 0.335 0.022
C -4.171 -0.458 1.714 -0.004
O -4.466 -1.807 1.545 0.006
C -3.803 -2.683 2.355 -0.001
H -2.675 4.624 1.979 0.000
H -1.366 4.087 0.882 0.012
H -2.588 2.898 1.474 0.016
H -1.972 3.173 -1.239 0.015
H -3.225 4.077 -1.868 -0.007
H -3.486 1.471 -2.011 -0.005
H -4.778 2.404 -1.165 0.061
H -3.996 -0.668 -0.427 0.022
H -5.379 0.087 0.049 0.049
H -4.822 0.114 2.375 0.000
H -3.125 -0.426 2.019 -0.001
H -4.221 -2.746 3.360 0.001
H -2.721 -2.588 2.439 0.001
H -4.003 -3.691 1.990 0.000
```

## Properties
* highest occupied orbital energy (alpha / beta): -11.281 / -11.281 eV
* charge: +1
* lowest unoccupied orbital energy (alpha / beta): -2.2186 / -8.6143 eV
* gap between HOMO and LUMO (alpha / beta): 9.1 / 2.7 eV
* ⟨S²⟩: 0.756
* multiplicity: 2
* E: -3336.11566 Eh
* M: 785.02 g mol⁻¹

***

Entry 6:
Molecular formula: C3H10OS
Method: DFT, wB97M-V/def2-TZVPD

```
15
Properties=species:S:1:pos:R:3:nbo_charge:R:1
C -1.455 -0.925 -0.694 -0.606
C -0.411 -0.077 0.015 -0.449
C 0.192 -0.799 1.186 -0.449
S 1.156 0.446 2.245 -0.109
H -1.842 -0.395 -1.599 0.212
H -2.381 -1.036 -0.135 0.205
H -1.044 -1.862 -1.080 0.199
H 0.285 0.438 -0.644 0.244
H -1.077 0.723 0.369 0.200
H 0.920 -1.539 0.894 0.212
H -0.475 -1.130 1.973 0.217
H 0.243 0.343 3.237 0.120
O 1.640 1.763 -1.911 -0.949
H 2.198 1.835 -2.681 0.476
H 2.050 2.215 -1.175 0.478
```

## Properties
* highest occupied orbital energy: -8.900 eV
* charge: 0
* structure (SMILES): CCCS.O
* lowest unoccupied orbital energy: 0.7510 eV
* gap between HOMO and LUMO: 9.7 eV
* E: -593.69963 Eh
* M: 94.18 g mol⁻¹

***

Values for strongest force on any atom, eV/Å, ordered as above
1.8 3.4 1.9 3.1 5.8 2.3